[1]
13
Properties=species:S:1:pos:R:3 method="wB97M-V/def2-TZVPD" spin_multiplicity=1 charge=0 smiles="[H]/N=C(/C)NOC=S" gap_ev=9.46 e_homo_ev=-9.3 e_above_lowest_kcal_mol=81.3
C -1.75 -1.21 0.08
C -0.32 -0.78 0.03
C 1.73 1.78 0.15
H -2.21 -0.49 0.76
H -2.27 -1.02 -0.86
H -1.75 -2.26 0.42
H 1.51 -1.14 0.25
H -0.71 0.98 -1.05
H 0.89 2.00 0.82
N 0.62 -1.62 0.31
N -0.16 0.57 -0.29
O 1.14 0.88 -0.64
S 3.26 2.30 0.03

[2]
13
Properties=species:S:1:pos:R:3 method="wB97M-V/def2-TZVPD" spin_multiplicity=1 charge=0 smiles="NN1C[C@H](O)C1=S" gap_ev=9.13 e_homo_ev=-8.4 e_above_lowest_kcal_mol=69.6
C -0.68 0.31 -1.59
C -1.23 0.59 -0.11
C 0.05 -0.20 0.34
H 2.25 -0.41 -1.26
H 1.69 -1.84 -0.96
H -1.25 -0.38 -2.23
H -0.40 1.28 -2.05
H -2.18 0.02 0.17
H -1.52 2.15 1.10
N 1.47 -1.02 -1.53
N 0.42 -0.38 -0.92
O -1.36 1.89 0.17
S 0.64 -0.65 1.83

[3]
14
Properties=species:S:1:pos:R:3 method="wB97M-V/def2-TZVPD" spin_multiplicity=1 charge=0 smiles="O=C1NCCN1SS" gap_ev=9.24 e_homo_ev=-8.7 e_above_lowest_kcal_mol=35.1
C -0.15 1.16 0.65
C 0.63 0.49 -1.48
C -0.26 -0.66 -1.01
N 0.66 1.44 -0.39
N -0.99 -0.13 0.10
O -0.42 1.63 1.71
S -0.03 -1.95 2.33
S -1.57 -1.20 1.17
H 1.55 0.17 -1.70
H 0.09 1.06 -2.25
H -1.02 -0.87 -1.78
H 0.47 -1.39 -0.72
H 1.55 1.76 -0.12
H -0.50 -1.50 3.48